Record 1
{"formula": "C46H46AsF6HgN3O2P2S2", "method": "the ωB97M-V functional and the def2-TZVPD basis", "symbols": ["Hg", "N", "C", "C", "O", "O", "H", "H", "H", "H", "S", "C", "N", "C", "C", "N", "C", "C", "C", "C", "C", "C", "C", "C", "S", "C", "C", "C", "C", "C", "C", "C", "H", "H", "H", "H", "H", "H", "H", "H", "H", "H", "H", "H", "H", "H", "H", "H", "H", "H", "C", "C", "As", "C", "C", "C", "C", "C", "C", "C", "C", "C", "C", "C", "C", "P", "C", "C", "C", "C", "C", "C", "C", "C", "C", "C", "C", "C", "H", "H", "H", "H", "H", "H", "H", "H", "H", "H", "H", "H", "H", "H", "H", "H", "H", "H", "H", "H", "H", "H", "H", "H", "F", "P", "F", "F", "F", "F", "F"], "coordinates": [[0.684, 0.007, -0.458], [3.057, -0.398, 0.203], [3.091, -1.257, 1.392], [1.947, -2.287, 1.417], [2.155, -3.342, 2.013], [0.873, -1.966, 0.805], [3.426, -0.885, -0.606], [3.612, 0.438, 0.333], [2.959, -0.621, 2.272], [4.031, -1.797, 1.512], [-1.422, -1.644, -1.277], [-0.178, -2.663, -1.701], [0.057, -3.856, -1.183], [0.982, -4.763, -1.852], [0.851, -4.557, -3.343], [1.155, -3.157, -3.643], [1.964, -2.893, -4.839], [3.357, -3.458, -4.705], [3.783, -4.486, -5.536], [5.056, -5.024, -5.396], [5.908, -4.538, -4.418], [5.488, -3.509, -3.583], [4.220, -2.970, -3.726], [0.804, -2.218, -2.778], [1.358, -0.641, -2.829], [-0.593, -4.343, 0.043], [-1.554, -5.468, -0.248], [-1.256, -6.766, 0.146], [-2.125, -7.811, -0.141], [-3.301, -7.562, -0.831], [-3.608, -6.266, -1.227], [-2.742, -5.224, -0.937], [0.699, -5.780, -1.585], [2.009, -4.584, -1.519], [-0.154, -4.815, -3.687], [1.577, -5.171, -3.874], [1.975, -1.818, -5.002], [1.448, -3.359, -5.682], [3.117, -4.865, -6.304], [5.379, -5.822, -6.052], [6.900, -4.956, -4.306], [6.155, -3.122, -2.824], [3.896, -2.157, -3.087], [-1.066, -3.486, 0.511], [0.208, -4.672, 0.709], [-0.342, -6.959, 0.698], [-1.885, -8.817, 0.178], [-3.981, -8.373, -1.056], [-4.530, -6.066, -1.758], [-2.983, -4.211, -1.237], [-1.229, 2.900, 0.984], [-2.544, 2.433, 0.392], [-4.062, 3.706, 0.504], [-3.228, 5.363, -0.087], [-2.225, 5.344, -1.051], [-1.692, 6.533, -1.536], [-2.174, 7.749, -1.075], [-3.193, 7.776, -0.131], [-3.718, 6.590, 0.358], [-3.974, 3.951, 2.447], [-3.077, 4.803, 3.093], [-3.024, 4.853, 4.479], [-3.864, 4.050, 5.240], [-4.763, 3.204, 4.609], [-4.818, 3.161, 3.222], [0.049, 1.625, 1.255], [1.407, 2.618, 1.920], [2.556, 2.804, 1.158], [3.557, 3.655, 1.608], [3.413, 4.324, 2.812], [2.255, 4.162, 3.564], [1.251, 3.321, 3.116], [-0.510, 0.494, 2.566], [0.203, 0.287, 3.744], [-0.187, -0.703, 4.636], [-1.292, -1.493, 4.364], [-1.998, -1.305, 3.185], [-1.601, -0.331, 2.286], [-1.362, 3.346, 1.974], [-0.750, 3.643, 0.344], [-2.949, 1.573, 0.925], [-2.414, 2.144, -0.653], [-1.832, 4.410, -1.435], [-0.897, 6.491, -2.267], [-1.759, 8.675, -1.453], [-3.578, 8.723, 0.226], [-4.511, 6.623, 1.097], [-2.425, 5.442, 2.511], [-2.325, 5.522, 4.966], [-3.820, 4.089, 6.321], [-5.427, 2.581, 5.195], [-5.531, 2.502, 2.737], [2.651, 2.327, 0.192], [4.439, 3.809, 1.000], [4.194, 4.988, 3.160], [2.130, 4.700, 4.495], [0.341, 3.220, 3.696], [1.082, 0.875, 3.967], [0.387, -0.863, 5.539], [-1.587, -2.270, 5.057], [-2.844, -1.938, 2.948], [-2.119, -0.253, 1.340], [-0.259, 2.427, -2.017], [0.992, 3.266, -2.674], [-0.043, 4.312, -3.312], [2.241, 4.069, -3.264], [2.025, 2.172, -1.993], [0.912, 2.340, -3.985], [1.061, 4.139, -1.305]], "mulliken_charge": [2.414, -0.489, -0.764, 0.410, -0.775, -0.536, 0.064, 0.212, 0.251, 0.394, -0.171, -0.365, 0.667, -0.725, -0.794, 0.222, -1.421, 0.536, -0.266, -0.617, -0.408, -0.718, -0.062, 0.417, -0.343, -1.369, 0.297, -0.069, -0.694, -0.396, -0.757, -0.287, 0.535, 0.251, 0.314, 0.503, 0.527, 0.416, 0.373, 0.384, 0.380, 0.413, 0.423, 0.341, 0.479, 0.458, 0.395, 0.385, 0.411, 0.442, -0.035, -1.268, 0.244, 0.155, -0.352, -0.536, -0.559, -0.508, -0.439, 0.009, -0.059, -0.568, -0.492, -0.600, -0.419, 0.097, 0.907, -0.496, -1.219, -0.631, -0.807, -0.341, 1.184, -0.811, -0.763, -0.645, -1.094, -0.401, 0.176, 0.411, 0.479, 0.355, 0.589, 0.455, 0.378, 0.382, 0.419, 0.397, 0.425, 0.401, 0.417, 0.381, 0.641, 0.486, 0.401, 0.443, 0.483, 0.437, 0.426, 0.402, 0.470, 0.216, -0.417, 1.511, -0.389, -0.405, -0.447, -0.404, -0.363], "homo_lumo_gap_ev": 7.2, "spin_multiplicity": 1, "lumo_ev": -0.98, "relative_energy_kcal_mol": 4.9, "energy_ev": -178588.55590}

***

Record 2
{"formula": "C4H12N2O", "method": "the ωB97M-V functional and the def2-TZVPD basis", "symbols": ["C", "C", "C", "N", "N", "C", "O", "H", "H", "H", "H", "H", "H", "H", "H", "H", "H", "H", "H"], "coordinates": [[0.050, 1.001, -0.177], [-0.124, 0.339, -1.526], [0.690, -0.913, -1.777], [0.326, -2.024, -0.856], [-0.637, 0.233, 0.908], [-0.431, 0.946, 2.174], [-1.070, 0.276, 3.229], [1.106, 1.193, 0.057], [-0.491, 1.958, -0.131], [-1.139, 0.437, -1.868], [0.308, 1.101, -2.219], [0.499, -1.224, -2.805], [1.749, -0.690, -1.630], [1.181, -2.306, -0.376], [0.186, -2.855, -1.437], [-0.080, -0.615, 1.026], [0.643, 0.949, 2.406], [-0.772, 1.979, 2.042], [-1.995, 0.213, 2.961]], "mulliken_spin": [0.532, 0.136, 2.421, 0.323, -0.193, 0.305, -0.179, -0.312, 0.085, -0.193, -0.191, -0.681, -0.243, -0.542, -0.338, -0.007, 0.026, 0.014, 0.037], "homo_lumo_gap_ev": [2.3, 9.0], "s2": 0.750, "spin_multiplicity": 2, "lumo_ev": [3.61, 3.52], "relative_energy_kcal_mol": 26.1, "total_charge": -1, "energy_ev": -9368.16615}

***

Record 3
{"formula": "C54H52Cl6N8O16", "method": "the ωB97M-V functional and the def2-TZVPD basis", "symbols": ["Cl", "C", "C", "Cl", "H", "H", "H", "H", "Cl", "C", "C", "Cl", "H", "H", "H", "H", "Cl", "C", "C", "Cl", "H", "H", "H", "H", "C", "C", "C", "C", "C", "C", "N", "O", "O", "H", "H", "H", "H", "H", "C", "C", "C", "C", "C", "C", "N", "O", "O", "H", "H", "H", "H", "H", "C", "C", "C", "C", "C", "C", "N", "O", "O", "H", "H", "H", "H", "H", "C", "C", "C", "C", "C", "C", "N", "O", "O", "H", "H", "H", "H", "H", "C", "C", "C", "C", "C", "C", "N", "O", "O", "H", "H", "H", "H", "H", "C", "C", "C", "C", "C", "C", "N", "O", "O", "H", "H", "H", "H", "H", "C", "C", "C", "C", "C", "C", "N", "O", "O", "H", "H", "H", "H", "H", "C", "C", "C", "C", "C", "C", "N", "O", "O", "H", "H", "H", "H", "H"], "coordinates": [[-2.656, 8.435, 0.572], [-1.185, 8.241, -0.475], [-0.233, 7.102, -0.092], [-1.157, 5.609, -0.052], [-0.714, 9.212, -0.322], [-1.333, 8.340, -1.551], [0.146, 7.282, 0.914], [0.651, 7.030, -0.726], [1.269, -5.595, -0.309], [0.959, -4.751, -1.887], [2.333, -4.246, -2.469], [2.910, -2.927, -1.462], [0.278, -3.934, -1.646], [0.495, -5.501, -2.527], [2.178, -3.906, -3.492], [3.049, -5.066, -2.409], [-8.380, 1.723, 2.793], [-7.648, 0.918, 1.316], [-6.964, 2.014, 0.544], [-5.542, 2.499, 1.488], [-8.428, 0.426, 0.735], [-6.916, 0.190, 1.666], [-7.609, 2.835, 0.230], [-6.558, 1.594, -0.376], [1.763, 1.460, 4.738], [2.141, 2.796, 4.957], [2.384, 3.572, 3.860], [2.050, 3.166, 2.571], [1.581, 1.818, 2.401], [1.486, 0.962, 3.497], [1.950, 4.120, 1.399], [2.412, 5.229, 1.543], [1.409, 3.833, 0.350], [1.531, 0.807, 5.566], [2.426, 3.100, 5.954], [2.775, 4.572, 3.976], [1.316, 1.438, 1.426], [1.160, -0.062, 3.385], [4.924, 5.652, -5.682], [4.389, 4.406, -5.641], [3.298, 4.203, -4.796], [2.765, 5.242, -4.017], [3.312, 6.519, -4.026], [4.434, 6.683, -4.845], [1.626, 4.981, -3.140], [0.851, 5.928, -3.035], [1.414, 3.830, -2.849], [5.765, 5.856, -6.328], [4.823, 3.572, -6.174], [2.870, 3.211, -4.804], [2.944, 7.326, -3.410], [4.904, 7.637, -5.034], [5.139, 3.232, -0.964], [6.190, 4.057, -0.642], [6.620, 4.203, 0.680], [6.028, 3.358, 1.662], [4.930, 2.567, 1.277], [4.445, 2.455, -0.020], [6.424, 3.368, 3.083], [7.125, 4.281, 3.459], [6.130, 2.473, 3.850], [4.559, 3.235, -1.875], [6.703, 4.512, -1.477], [7.522, 4.748, 0.917], [4.374, 1.985, 1.997], [3.666, 1.740, -0.239], [0.151, 1.294, -0.970], [0.234, -0.118, -0.850], [-0.881, -0.811, -0.240], [-2.020, -0.115, 0.158], [-2.053, 1.269, 0.035], [-0.969, 1.947, -0.438], [-3.123, -0.795, 0.826], [-2.945, -1.985, 1.175], [-4.184, -0.249, 0.994], [0.935, 1.862, -1.450], [1.061, -0.679, -1.261], [-0.785, -1.878, -0.096], [-2.946, 1.757, 0.395], [-0.965, 3.027, -0.432], [-4.219, -5.042, -1.632], [-3.348, -4.057, -1.980], [-3.789, -2.731, -1.980], [-5.130, -2.434, -1.741], [-6.025, -3.476, -1.405], [-5.549, -4.777, -1.346], [-5.556, -1.055, -1.620], [-4.719, -0.240, -1.957], [-6.720, -0.871, -1.242], [-3.782, -6.029, -1.658], [-2.317, -4.283, -2.209], [-2.997, -2.010, -2.125], [-7.013, -3.222, -1.048], [-6.309, -5.514, -1.131], [-1.775, -6.508, 1.859], [-1.853, -7.871, 2.306], [-3.054, -8.369, 2.741], [-4.207, -7.569, 2.807], [-4.072, -6.227, 2.432], [-2.918, -5.757, 1.896], [-5.373, -7.994, 3.632], [-6.333, -7.191, 3.840], [-5.490, -9.209, 3.947], [-0.868, -6.136, 1.406], [-0.977, -8.501, 2.247], [-3.047, -9.381, 3.120], [-4.979, -5.644, 2.372], [-2.854, -4.755, 1.500], [-4.143, -3.233, 5.734], [-3.845, -4.276, 6.650], [-2.866, -5.203, 6.354], [-2.062, -4.991, 5.219], [-2.329, -3.924, 4.338], [-3.427, -3.080, 4.553], [-0.904, -5.884, 5.044], [-0.841, -6.951, 5.630], [-0.062, -5.485, 4.270], [-4.953, -2.562, 5.982], [-4.385, -4.254, 7.586], [-2.639, -5.923, 7.126], [-1.694, -3.661, 3.505], [-3.699, -2.351, 3.804], [6.302, 1.109, -6.160], [5.138, 0.592, -6.765], [4.050, 0.230, -5.994], [4.172, 0.414, -4.566], [5.390, 0.901, -3.999], [6.460, 1.286, -4.793], [3.081, -0.013, -3.627], [2.392, -0.971, -4.004], [2.963, 0.626, -2.605], [7.192, 1.317, -6.736], [5.018, 0.499, -7.835], [3.098, -0.142, -6.341], [5.486, 1.005, -2.929], [7.358, 1.662, -4.326]], "mulliken_charge": [-0.186, -0.677, -0.162, -0.201, 0.392, 0.357, 0.307, 0.123, -0.208, -0.115, -0.522, -0.132, -0.124, 0.384, 0.266, 0.427, -0.221, -0.274, -0.289, -0.174, 0.334, 0.100, 0.448, 0.063, -0.286, -0.818, -0.339, -0.463, 0.600, -0.862, 1.245, -0.684, -0.377, 0.402, 0.367, 0.507, 0.267, 0.557, -0.598, -0.327, 0.046, 0.176, -0.733, -0.529, 1.017, -0.585, -0.524, 0.407, 0.341, 0.385, 0.466, 0.394, -0.556, -0.905, -0.514, -0.438, 0.174, -0.406, 1.004, -0.610, -0.585, 0.740, 0.451, 0.446, 0.657, 0.538, -0.558, -0.374, -0.365, 0.019, -1.032, 0.271, 0.885, -0.364, -0.361, 0.231, 0.302, 0.680, 0.449, 0.198, -0.243, -0.588, 0.220, -0.458, -0.405, -0.685, 1.080, -0.558, -0.630, 0.380, 0.388, 0.579, 0.452, 0.438, -0.499, -0.560, -0.289, -0.320, -0.148, -0.403, 0.901, -0.569, -0.574, 0.268, 0.416, 0.447, 0.543, 0.832, -0.473, -0.536, -0.716, 0.004, -0.144, -0.562, 1.183, -0.621, -0.640, 0.416, 0.405, 0.481, 0.657, 0.528, -0.504, -0.568, -0.426, -0.059, 0.012, -0.623, 0.949, -0.567, -0.277, 0.379, 0.398, 0.479, 0.390, 0.477], "homo_lumo_gap_ev": 8.4, "spin_multiplicity": 1, "lumo_ev": -1.14, "smiles": "O=[N+]([O-])c1ccccc1.O=[N+]([O-])c1ccccc1.O=[N+]([O-])c1ccccc1.O=[N+]([O-])c1ccccc1.O=[N+]([O-])c1ccccc1.O=[N+]([O-])c1ccccc1.O=[N+]([O-])c1ccccc1.O=[N+]([O-])c1ccccc1.ClCCCl.ClCCCl.ClCCCl", "relative_energy_kcal_mol": 20.6, "energy_ev": -176633.11720}